# 1
DFT (wB97M-V/def2-TZVPD) results for a molecular structure, C33H57FN2O2SiV at a distorted geometry.

Cartesian coordinates (Å):
V -1.426 -0.598 1.133
Si -0.233 -2.730 -0.685
F -2.984 -1.298 1.015
O 2.220 -0.849 -1.768
O 0.693 0.298 -3.308
N -0.644 -0.352 2.884
N -2.095 1.303 1.207
C 3.505 0.653 -0.321
C -4.279 0.804 -0.672
C -2.220 2.115 0.036
C -0.981 1.129 -4.957
C -2.444 3.750 -2.231
C -2.590 1.797 2.354
C -2.181 1.319 3.603
C -0.578 0.370 5.255
C -0.131 -0.764 -0.383
C 2.936 -1.376 3.055
C 2.142 2.243 -3.088
C 3.330 -0.754 -0.810
C -1.369 3.230 -0.120
C -0.585 0.061 -3.957
C -3.304 2.660 -2.051
C -0.936 -3.008 4.049
C -1.509 4.059 -1.236
C 0.400 -2.486 3.605
C 0.841 1.594 -2.707
C 1.900 0.881 2.587
C 3.441 -0.848 -3.841
C 1.799 -0.573 2.942
C -1.484 -3.582 0.373
C -0.368 3.547 0.961
C 2.555 -1.666 -2.974
C 1.320 -3.475 -0.026
C -3.233 1.858 -0.916
C -0.703 -3.147 -2.442
C 2.785 -2.729 3.382
C 0.529 -1.147 3.167
C -3.549 2.961 2.283
C 1.540 -3.284 3.677
C -1.133 0.434 3.868
H -0.133 1.577 -5.483
H 1.466 1.054 1.585
H 1.753 -2.951 0.828
H -1.297 -0.100 -3.127
H -4.080 2.444 -2.806
H 3.737 -1.381 -4.761
H 3.110 -1.427 0.013
H 0.748 1.411 -1.615
H -0.863 4.031 1.822
H -1.710 -2.911 3.262
H -2.623 1.823 4.444
H 2.200 2.338 -4.177
H -3.913 -0.222 -0.810
H -3.049 3.907 2.031
H 1.434 -4.337 3.996
H 2.960 -2.630 -2.649
H -1.791 -3.126 -2.563
H 2.956 1.186 2.552
H -0.633 -0.648 5.667
H 2.978 1.646 -2.694
H -0.460 -0.914 -4.435
H -0.831 -4.071 4.306
H 2.062 -3.592 -0.810
H -4.351 2.793 1.553
H 1.339 -0.649 -1.554
H 1.029 -4.472 0.318
H -0.864 4.952 -1.321
H 4.100 1.295 -0.991
H 4.239 -1.074 -1.328
H -1.625 -4.522 -0.148
H 0.420 4.213 0.582
H 2.557 1.168 -0.100
H -1.104 -3.812 1.359
H -4.018 3.098 3.258
H -2.445 -3.095 0.447
H 4.368 -0.603 -3.316
H -1.292 -2.496 4.963
H -5.122 0.932 -1.375
H -0.286 -2.564 -3.258
H -0.747 -0.074 -1.009
H 2.900 0.074 -4.108
H 3.932 -0.927 2.888
H 4.107 0.629 0.593
H 2.153 3.252 -2.653
H 0.465 0.718 5.255
H 1.381 1.543 3.309
H -0.044 2.207 -2.964
H 0.146 2.661 1.373
H -2.550 4.409 -3.108
H -1.188 1.047 5.866
H 1.601 -1.860 -3.474
H -4.682 0.855 0.349
H -1.553 1.890 -4.425
H -1.600 0.664 -5.722
H 0.458 -0.221 0.386
H 3.672 -3.357 3.443
H -0.393 -4.179 -2.607

Its expectation value of S² is 3.78. For the relative energy (zero: lowest compared OMol25 entry of this formula, charge and spin), the calculation gives 363.5 kJ/mol. Its spin multiplicity is 4. For the HOMO-LUMO gap (alpha / beta), the calculation gives 3.97 / 7.35 eV. The calculation puts the largest force on an atom at 7.593 eV/Å.

# 2
DFT (wB97M-V/def2-TZVPD) results for a molecular structure, C18H19NO3 at a distorted geometry.

Cartesian coordinates (Å):
O 1.832 -0.384 0.135
O -0.727 -1.740 1.648
O 4.669 -0.713 -0.412
N -1.010 -0.310 -0.232
C 1.296 -2.670 0.000
C -4.170 -0.200 0.608
C 3.698 -1.762 0.156
C 2.317 -1.474 -0.442
C 4.042 0.305 -0.125
C 2.640 0.606 0.037
C 0.073 -2.400 -0.648
C -6.074 0.699 -0.482
C -5.421 -0.448 0.274
C 4.259 2.815 0.300
C -3.365 0.590 0.281
C 4.892 1.770 -0.154
C 3.033 2.946 0.588
C -3.967 1.622 -0.278
C 2.179 1.993 0.448
C -5.250 1.770 -0.871
C -0.532 -1.527 0.372
C -1.811 0.465 0.394
H 1.687 -3.530 -0.553
H -3.772 -1.136 1.014
H 1.506 -3.000 1.085
H 4.192 -2.537 -0.708
H 2.565 3.886 0.783
H -5.673 2.573 -1.398
H -6.054 -1.423 0.456
H 5.925 1.480 -0.534
H -1.013 -0.293 -1.224
H -1.411 1.554 0.403
H -7.054 0.761 -0.587
H 2.331 -1.389 -1.574
H -3.333 2.559 -0.603
H -1.645 0.237 1.654
H 1.099 1.831 0.721
H 3.756 -1.893 1.343
H 5.028 3.917 0.225
H -0.117 -2.155 -1.704
H -0.621 -3.395 -0.396

For the relative energy (zero: lowest compared OMol25 entry of this formula, charge and spin), the calculation gives 1437.8 kJ/mol. For the HOMO-LUMO gap, the calculation gives 8.20 eV. The calculation puts the largest force on an atom at 19.094 eV/Å.